Entry A
The following is a DFT calculation (ωB97M-V with the def2-TZVPD basis set) of the ion CH3N2O2S with charge -1.

```
9
Properties=species:S:1:pos:R:3:lowdin_charge:R:1
C -0.3382 0.5504 -0.1019 -0.46
N -1.1939 -0.3714 -0.7667 -0.06
N -1.0094 -0.4949 0.6753 -0.03
O 2.2859 1.0675 0.5144 -0.60
O 1.6346 -1.2595 0.1214 -0.59
S 1.5895 0.1423 -0.4071 0.62
H -0.5646 1.6841 0.0950 0.11
H -2.1361 -0.2263 -0.8727 0.03
H -0.2679 -1.0921 0.7424 -0.02
```

Total charge: -1
HOMO energy, eV: -3.3
Frontier orbital gap, eV: 7.528


Entry B
The following is a DFT calculation (ωB97M-V with the def2-TZVPD basis set) of a cluster of 2 separate species, CH3N2O2S in total.

```
9
Properties=species:S:1:pos:R:3:lowdin_charge:R:1
C -0.8465 0.5950 0.0871 -0.13
N -0.3674 -0.6970 -0.2823 -0.03
N 0.5797 0.4115 -0.0364 -0.04
O 2.1029 -0.5445 -4.4302 -0.69
O 3.2137 -1.9718 -2.7916 -0.71
S 2.0022 -1.1312 -3.1169 0.46
H -1.0396 0.8634 1.1333 0.07
H -0.1910 -1.3018 0.4449 0.04
H 0.7360 0.7657 -0.9622 0.03
```

Total charge: -1
HOMO energy (spin up / spin down), eV: -4.4 / -1.1
Frontier orbital gap (spin up / spin down), eV: 8.159 / 3.315


entry A (244.1 kJ/mol below the next structure)